## w
{"formula": "C4H8NS", "method": "ωB97M-V/def2-TZVPD", "gap_ev": [7.18, 7.02], "lumo_energy_ha": [-0.212, -0.216], "charge": 1, "symbols": ["C", "C", "C", "C", "N", "S", "H", "H", "H", "H", "H", "H", "H", "H"], "coordinates": [[-1.42, -0.51, 0.17], [-1.32, -1.81, -0.12], [-0.52, 0.52, 0.76], [1.68, 0.29, -0.24], [0.49, 1.19, -0.14], [-2.70, 0.71, -0.19], [-2.09, -2.42, -0.58], [-0.54, -2.31, 0.20], [-0.70, 1.05, 1.72], [2.35, 0.26, 0.67], [1.48, -0.81, -0.39], [2.48, 0.58, -0.93], [0.17, 1.08, -1.04], [0.64, 2.18, 0.11]], "lowdin_charge": [-0.75, 0.06, -0.09, -0.01, 0.04, 0.81, 0.10, 0.01, 0.14, 0.13, 0.12, 0.11, 0.12, 0.21]}

---

## x
{"formula": "C4H8NS", "method": "ωB97M-V/def2-TZVPD", "gap_ev": [7.37, 8.17], "lumo_energy_ha": [-0.193, -0.185], "charge": 1, "symbols": ["C", "C", "C", "C", "N", "S", "H", "H", "H", "H", "H", "H", "H", "H"], "coordinates": [[0.66, 1.33, 0.85], [-1.84, -0.24, -0.82], [0.30, -1.35, 0.40], [0.46, 1.08, -0.65], [1.03, -0.02, 0.13], [-1.59, -0.90, 0.65], [1.58, 1.69, 1.36], [-0.20, 1.49, 1.36], [-2.67, 0.51, -0.94], [-1.57, -0.85, -1.72], [0.30, -2.00, -0.41], [0.60, -1.85, 1.26], [0.84, 1.32, -1.64], [2.09, -0.23, 0.17]], "lowdin_charge": [0.00, -0.35, -0.22, -0.02, -0.14, 0.94, 0.14, 0.06, 0.07, 0.07, 0.07, 0.06, 0.10, 0.23]}

---

Relative to the most stable structure, the computed energies are w 0.000; x 1.327, all in eV.